# 1
Formula: C42H49BrF6IrN2O2PSi3
Source: the OMol25 dataset
Level of theory: wB97M-V/def2-TZVPD

Relative energy (zero: lowest compared OMol25 entry of this formula, charge and spin) = 0.0 kJ/mol
Maximum force = 1.7 eV/A
2S+1 = 5
⟨S²⟩ = 6.024

XYZ file:
```
107
C42H49BrF6IrN2O2PSi3 (wB97M-V/def2-TZVPD)
Ir 0.04 0.02 0.17
O 0.79 0.00 2.56
C 0.25 -0.93 1.99
C -0.26 -2.19 2.51
C -0.10 -2.55 3.85
C -0.59 -3.77 4.28
C -1.24 -4.62 3.39
C -1.41 -4.25 2.07
C -0.91 -3.03 1.61
P -1.16 -2.42 -0.11
C -2.92 -2.92 -0.31
C -3.86 -2.11 0.33
C -5.21 -2.43 0.34
C -5.64 -3.59 -0.29
C -4.72 -4.41 -0.93
C -3.37 -4.08 -0.94
C -0.27 -3.69 -1.10
C 0.72 -4.49 -0.53
C 1.43 -5.40 -1.30
C 1.16 -5.52 -2.65
C 0.18 -4.72 -3.23
C -0.52 -3.81 -2.46
H 0.39 -1.87 4.52
H -0.49 -4.06 5.32
H -1.62 -5.57 3.74
H -1.93 -4.90 1.38
H -3.52 -1.21 0.81
H -5.91 -1.78 0.84
H -6.69 -3.85 -0.29
H -5.05 -5.31 -1.42
H -2.68 -4.75 -1.43
H 0.93 -4.41 0.53
H 2.19 -6.02 -0.84
H 1.71 -6.23 -3.26
H -0.04 -4.81 -4.29
H -1.28 -3.19 -2.93
C 3.06 2.18 2.82
Si 3.47 0.63 1.83
C 5.37 0.71 1.73
C 3.25 -0.88 2.97
C 2.70 0.46 0.10
Si 2.92 1.92 -1.10
C 2.81 1.51 -2.95
C 4.63 2.70 -0.91
C 1.74 3.39 -1.03
Si 3.30 -1.10 -0.70
C 3.39 -2.70 0.30
C 4.97 -1.05 -1.58
C 2.05 -1.39 -2.10
C 2.37 -1.98 -3.32
C 1.47 -1.95 -4.37
C 0.23 -1.37 -4.15
C -0.06 -0.89 -2.89
N 0.83 -0.87 -1.90
H 3.69 2.17 3.72
H 2.03 2.22 3.15
H 3.30 3.09 2.27
H 5.76 0.59 2.74
H 5.74 1.66 1.34
H 5.79 -0.09 1.12
H 2.89 -0.55 3.95
H 4.21 -1.38 3.11
H 2.54 -1.61 2.59
H 3.42 0.68 -3.28
H 3.14 2.40 -3.49
H 1.78 1.31 -3.25
H 5.43 1.96 -0.97
H 4.74 3.23 0.04
H 4.78 3.42 -1.72
H 0.70 3.11 -0.86
H 2.02 4.14 -0.28
H 1.79 3.88 -2.00
H 4.27 -2.70 0.94
H 3.48 -3.54 -0.40
H 2.51 -2.87 0.92
H 5.78 -0.81 -0.88
H 5.01 -0.30 -2.37
H 5.20 -2.02 -2.01
H 3.35 -2.43 -3.45
H 1.72 -2.37 -5.33
H -0.52 -1.32 -4.94
H -1.04 -0.51 -2.64
Br -3.01 0.95 2.35
C -1.83 2.42 2.26
C -2.22 3.60 2.86
C -1.30 4.64 2.90
C -0.04 4.42 2.37
C 0.23 3.20 1.79
N -0.66 2.21 1.69
H -3.21 3.70 3.29
H -1.56 5.58 3.35
H 0.73 5.19 2.41
H 1.20 2.98 1.38
C -1.56 2.34 -3.09
C -2.22 1.88 -1.78
O -1.44 1.18 -0.93
C -2.67 3.18 -1.04
F -1.59 3.88 -0.66
F -3.39 2.94 0.06
F -3.41 4.01 -1.81
C -3.51 1.07 -2.11
F -4.16 0.65 -1.02
F -4.39 1.76 -2.86
F -3.21 -0.04 -2.82
H -0.61 2.80 -2.84
H -2.19 3.05 -3.63
H -1.38 1.48 -3.74
```

These are the Mulliken partial charges, in e, on atoms 1 to 99: atom 1 (Ir): 2.229, atom 2 (O): -0.625, atom 3 (C): -0.403, atom 4 (C): 0.449, atom 5 (C): -0.256, atom 6 (C): -0.803, atom 7 (C): -0.865, atom 8 (C): 0.003, atom 9 (C): -0.329, atom 10 (P): 2.066, atom 11 (C): 0.076, atom 12 (C): -0.365, atom 13 (C): -0.496, atom 14 (C): -0.618, atom 15 (C): -0.662, atom 16 (C): -0.283, atom 17 (C): 0.325, atom 18 (C): -0.956, atom 19 (C): -0.708, atom 20 (C): -0.754, atom 21 (C): -0.995, atom 22 (C): -0.333, atom 23 (H): 0.539, atom 24 (H): 0.436, atom 25 (H): 0.431, atom 26 (H): 0.560, atom 27 (H): -0.190, atom 28 (H): 0.470, atom 29 (H): 0.390, atom 30 (H): 0.428, atom 31 (H): 0.377, atom 32 (H): 0.349, atom 33 (H): 0.452, atom 34 (H): 0.399, atom 35 (H): 0.495, atom 36 (H): 0.837, atom 37 (C): -1.228, atom 38 (Si): 0.844, atom 39 (C): -1.282, atom 40 (C): -1.145, atom 41 (C): 0.759, atom 42 (Si): 0.268, atom 43 (C): -1.084, atom 44 (C): -1.324, atom 45 (C): -0.771, atom 46 (Si): -1.540, atom 47 (C): -0.809, atom 48 (C): -1.169, atom 49 (C): -0.026, atom 50 (C): -0.807, atom 51 (C): -1.103, atom 52 (C): -1.019, atom 53 (C): -0.885, atom 54 (N): 2.395, atom 55 (H): 0.508, atom 56 (H): 0.259, atom 57 (H): 0.269, atom 58 (H): 0.429, atom 59 (H): 0.339, atom 60 (H): 0.295, atom 61 (H): 0.451, atom 62 (H): 0.476, atom 63 (H): -0.117, atom 64 (H): 0.263, atom 65 (H): 0.633, atom 66 (H): 0.121, atom 67 (H): 0.339, atom 68 (H): 0.302, atom 69 (H): 0.398, atom 70 (H): -0.070, atom 71 (H): 0.394, atom 72 (H): 0.558, atom 73 (H): 0.486, atom 74 (H): 0.284, atom 75 (H): -0.045, atom 76 (H): 0.359, atom 77 (H): 0.322, atom 78 (H): 0.403, atom 79 (H): 0.417, atom 80 (H): 0.423, atom 81 (H): 0.496, atom 82 (H): 0.298, atom 83 (Br): -0.005, atom 84 (C): -0.318, atom 85 (C): -0.646, atom 86 (C): -0.598, atom 87 (C): -1.353, atom 88 (C): -0.819, atom 89 (N): 1.034, atom 90 (H): 0.506, atom 91 (H): 0.417, atom 92 (H): 0.501, atom 93 (H): 0.746, atom 94 (C): -1.690, atom 95 (C): 0.375, atom 96 (O): 1.027, atom 97 (C): 0.230, atom 98 (F): -0.264, atom 99 (F): -0.224



# 2
Formula: C42H49FNbO16P2
Source: the OMol25 dataset
Level of theory: wB97M-V/def2-TZVPD

Maximum force = 2.6 eV/A
Net charge = -1
Total energy = -99947.7897 eV

XYZ file:
```
111
C42H49FNbO16P2 (wB97M-V/def2-TZVPD)
C -6.55 2.82 -0.93
C -5.75 1.77 -0.12
C -4.23 1.85 -0.43
C -3.77 0.56 -1.11
O -2.42 0.27 -0.69
Nb -1.12 -0.40 -2.13
C 0.63 0.70 -1.20
C 0.27 1.95 -0.38
C 1.44 2.48 0.45
F 2.22 1.47 0.98
C 0.16 -1.41 -3.69
C 1.45 -0.68 -4.10
C 1.24 0.69 -4.73
C 2.58 1.45 -4.76
O 2.69 2.40 -3.69
C 2.19 3.60 -3.99
O 1.91 4.36 -3.14
P -0.78 -2.55 -0.72
P -0.63 -2.04 1.35
O 0.62 -2.53 1.89
O -1.86 -2.68 2.21
O -0.69 -0.45 1.64
H -6.12 2.88 -1.92
H -6.47 3.78 -0.43
H -7.59 2.50 -1.00
H -6.17 0.80 -0.35
H -5.91 1.96 0.94
H -4.12 2.64 -1.16
H -3.65 2.06 0.45
H -3.76 0.66 -2.19
H -4.39 -0.29 -0.84
H -2.59 -1.16 -2.98
H -1.40 1.03 -3.23
H 1.39 1.03 -1.91
H 1.13 -0.02 -0.56
H -0.56 1.80 0.30
H -0.01 2.75 -1.07
H 2.06 3.15 -0.13
H 1.02 3.00 1.30
H 0.39 -2.43 -3.36
H -0.44 -1.53 -4.58
H 2.11 -0.64 -3.24
H 1.97 -1.30 -4.83
H 0.50 1.27 -4.19
H 0.94 0.53 -5.76
H 2.77 1.89 -5.74
H 3.37 0.72 -4.60
H 2.10 3.82 -5.06
H 0.53 -2.98 -1.02
H -2.63 -2.08 2.15
H -1.58 -0.11 1.75
C 0.07 -2.37 5.22
C 1.16 -3.07 5.52
C 1.82 -2.92 6.84
O 2.83 -3.55 7.11
C 1.22 -1.98 7.81
C 0.12 -1.29 7.51
C -0.54 -1.43 6.20
O -1.54 -0.80 5.92
H -0.42 -2.46 4.26
H 1.61 -3.76 4.82
H 1.72 -1.89 8.76
H -0.32 -0.59 8.21
C -0.08 8.56 -6.61
C 0.96 7.77 -6.81
C 1.45 6.85 -5.75
O 2.41 6.13 -5.94
C 0.73 6.86 -4.45
C -0.31 7.66 -4.25
C -0.80 8.57 -5.31
O -1.76 9.30 -5.13
H -0.46 9.23 -7.37
H 1.50 7.74 -7.75
H 1.11 6.18 -3.68
H -0.85 7.68 -3.31
C 5.06 0.54 4.04
C 3.81 0.80 4.42
C 3.37 0.57 5.82
O 2.22 0.80 6.16
C 4.37 0.05 6.78
C 5.62 -0.20 6.40
C 6.06 0.02 5.01
O 7.21 -0.21 4.67
H 5.40 0.70 3.03
H 3.06 1.17 3.73
H 4.02 -0.11 7.79
H 6.36 -0.59 7.09
C -2.27 -2.77 -7.15
C -2.49 -3.42 -8.29
C -2.39 -2.74 -9.60
O -2.60 -3.34 -10.64
C -2.02 -1.30 -9.60
C -1.79 -0.65 -8.46
C -1.90 -1.33 -7.15
O -1.69 -0.74 -6.11
H -2.34 -3.24 -6.18
H -2.76 -4.47 -8.31
H -1.95 -0.83 -10.57
H -1.52 0.40 -8.44
C 0.94 -6.04 7.84
C 0.71 -7.23 7.30
C 0.17 -8.36 8.10
O -0.03 -9.45 7.61
C -0.10 -8.10 9.54
C 0.13 -6.91 10.08
C 0.66 -5.78 9.28
O 0.87 -4.70 9.78
H 1.33 -5.21 7.27
H 0.91 -7.44 6.25
H -0.50 -8.93 10.11
H -0.07 -6.70 11.13
```

These are the Mulliken partial charges, in e, on atoms 1 to 99: atom 1 (C): -1.259, atom 2 (C): -0.448, atom 3 (C): -0.721, atom 4 (C): -0.604, atom 5 (O): -0.087, atom 6 (Nb): -0.750, atom 7 (C): -0.605, atom 8 (C): -0.432, atom 9 (C): -0.427, atom 10 (F): -0.301, atom 11 (C): -0.548, atom 12 (C): -0.936, atom 13 (C): 0.461, atom 14 (C): -1.118, atom 15 (O): -0.317, atom 16 (C): 0.255, atom 17 (O): -0.482, atom 18 (P): -0.375, atom 19 (P): 0.992, atom 20 (O): -0.629, atom 21 (O): -0.499, atom 22 (O): -0.406, atom 23 (H): 0.347, atom 24 (H): 0.308, atom 25 (H): 0.366, atom 26 (H): 0.353, atom 27 (H): 0.314, atom 28 (H): 0.325, atom 29 (H): 0.395, atom 30 (H): 0.303, atom 31 (H): 0.304, atom 32 (H): -0.011, atom 33 (H): 0.041, atom 34 (H): 0.450, atom 35 (H): 0.336, atom 36 (H): 0.017, atom 37 (H): 0.497, atom 38 (H): 0.238, atom 39 (H): 0.377, atom 40 (H): 0.462, atom 41 (H): 0.039, atom 42 (H): 0.397, atom 43 (H): 0.501, atom 44 (H): -0.055, atom 45 (H): 0.347, atom 46 (H): 0.353, atom 47 (H): 0.405, atom 48 (H): 0.283, atom 49 (H): 0.028, atom 50 (H): 0.298, atom 51 (H): 0.187, atom 52 (C): -0.290, atom 53 (C): -0.131, atom 54 (C): 0.316, atom 55 (O): -0.687, atom 56 (C): -0.361, atom 57 (C): -0.587, atom 58 (C): 0.424, atom 59 (O): -0.607, atom 60 (H): 0.532, atom 61 (H): 0.545, atom 62 (H): 0.555, atom 63 (H): 0.407, atom 64 (C): -0.366, atom 65 (C): -0.402, atom 66 (C): 0.402, atom 67 (O): -0.546, atom 68 (C): -0.212, atom 69 (C): -0.483, atom 70 (C): 0.361, atom 71 (O): -0.558, atom 72 (H): 0.394, atom 73 (H): 0.409, atom 74 (H): 0.624, atom 75 (H): 0.434, atom 76 (C): -0.342, atom 77 (C): -0.403, atom 78 (C): 0.448, atom 79 (O): -0.554, atom 80 (C): -0.227, atom 81 (C): -0.433, atom 82 (C): 0.330, atom 83 (O): -0.566, atom 84 (H): 0.448, atom 85 (H): 0.527, atom 86 (H): 0.382, atom 87 (H): 0.397, atom 88 (C): -0.261, atom 89 (C): -0.371, atom 90 (C): 0.365, atom 91 (O): -0.577, atom 92 (C): -0.356, atom 93 (C): -0.352, atom 94 (C): 0.224, atom 95 (O): -0.401, atom 96 (H): 0.479, atom 97 (H): 0.400, atom 98 (H): 0.391, atom 99 (H): 0.425



What is the maximum force in the first record?
1.7 eV/A